Density functional theory data (ωB97M-V/def2-TZVPD) for a 4-piece molecular cluster, C27H38ClN3O8P overall in a non-equilibrium geometry.

Summary:
* orbital gap: 7.58 eV
* charge: +1
* DFT total energy: -71267.096 eV

Bonds (Å) are listed after each position.
CARTESIAN COORDINATES (ANGSTROEM)
1 C 1.5674 0.9207 1.4786  C2 1.390, H23 1.123, H24 1.115
2 C 1.8589 0.2441 0.3003  C1 1.390, N3 1.477, H25 1.114
3 N 0.6951 -0.3554 -0.3846  C2 1.477, C4 1.423, C18 1.366
4 C -0.1018 0.4367 -1.2571  N3 1.423, C5 1.546, C13 1.455
5 C 0.0933 1.9163 -1.6600  C4 1.546, C6 1.579, H26 1.128, H27 1.123
6 C 1.3093 2.0838 -2.6537  C5 1.579, C7 1.470, C11 1.475
7 C 2.5698 2.6734 -2.1807  C6 1.470, C8 1.472, H28 1.116
8 C 3.7348 2.8263 -3.0682  C7 1.472, C9 1.455, H29 1.115
9 C 3.6830 2.3809 -4.4523  C8 1.455, C10 1.469, H30 1.113
10 C 2.4197 1.8118 -4.9399  C9 1.469, C11 1.452, H31 1.111
11 C 1.2647 1.6746 -4.0701  C6 1.475, C10 1.452, C12 1.571
12 C -0.0381 1.0744 -4.7115  C11 1.571, H32 1.117, H33 1.129, H34 1.126
13 C -1.1268 -0.5181 -1.6510  C4 1.455, C14 1.567, N16 1.394
14 C -2.3235 -0.1508 -2.5930  C13 1.567, C15 1.605, H35 1.116, H36 1.112
15 C -3.5575 0.1358 -1.6079  C14 1.605, H37 1.115, H38 1.129, H39 1.124
16 N -0.8605 -1.7493 -1.0536  C13 1.394, Cl17 1.695, C18 1.389
17 Cl -1.8973 -3.0487 -1.3863  N16 1.695
18 C 0.2742 -1.6491 -0.2580  N3 1.366, N16 1.389, P19 1.863
19 P 0.9484 -3.0771 0.7311  C18 1.863, N20 1.574, O21 1.661, O22 1.664
20 N 1.3871 -2.6821 2.1900  P19 1.574, H40 1.023
21 O 2.3167 -3.6498 -0.0175  P19 1.661, H41 0.982
22 O -0.1672 -4.3007 0.8997  P19 1.664, H42 0.980
23 H 1.0722 0.3494 2.3093  C1 1.123
24 H 1.7707 2.0050 1.6395  C1 1.115
25 H 2.8865 0.1859 -0.1258  C2 1.114
26 H 0.3691 2.5402 -0.7621  C5 1.128
27 H -0.8505 2.3659 -2.0710  C5 1.123
28 H 2.7078 3.0481 -1.1391  C7 1.116
29 H 4.6898 3.2654 -2.6949  C8 1.115
30 H 4.5370 2.4397 -5.1632  C9 1.113
31 H 2.3663 1.4724 -5.9965  C10 1.111
32 H -0.2157 0.0072 -4.4346  C12 1.117
33 H -0.8741 1.7586 -4.3845  C12 1.129
34 H -0.0083 1.1772 -5.8324  C12 1.126
35 H -2.5451 -0.9481 -3.3419  C14 1.116
36 H -2.0937 0.8217 -3.0813  C14 1.112
37 H -4.4812 0.3826 -2.1816  C15 1.115
38 H -3.2216 1.0075 -0.9734  C15 1.129
39 H -3.6956 -0.7138 -0.8848  C15 1.124
40 H 1.1886 -1.6866 2.3182  N20 1.023
41 H 2.1682 -3.7211 -0.9855  O21 0.982
42 H -1.0573 -3.9192 1.0473  O22 0.980
43 O 5.0466 -9.3609 -0.7165  C44 1.196
44 C 4.5522 -8.3440 -0.3277  O43 1.196, O45 1.363, C48 1.510
45 O 3.4023 -7.8183 -0.8359  C44 1.363, C46 1.433
46 C 3.1465 -6.5464 -0.2277  O45 1.433, C47 1.515, H49 1.094, H50 1.090
47 C 3.9101 -6.5667 1.0808  C46 1.515, C48 1.519, H51 1.090, H52 1.093
48 C 5.1095 -7.4357 0.7425  C44 1.510, C47 1.519, H53 1.092, H54 1.088
49 H 3.4996 -5.7612 -0.9024  C46 1.094
50 H 2.0743 -6.4240 -0.0730  C46 1.090
51 H 4.1744 -5.5722 1.4405  C47 1.090
52 H 3.3094 -7.0546 1.8525  C47 1.093
53 H 5.9302 -6.8522 0.3206  C48 1.092
54 H 5.4490 -8.0081 1.6031  C48 1.088
55 O -2.5358 -1.5340 1.8049  C56 1.206
56 C -3.0502 -0.5093 2.1788  O55 1.206, O57 1.348, C60 1.511
57 O -4.1906 -0.0138 1.6584  C56 1.348, C58 1.444
58 C -4.4710 1.2744 2.2472  O57 1.444, C59 1.512, H61 1.084, H62 1.089
59 C -3.7184 1.2798 3.5592  C58 1.512, C60 1.519, H63 1.089, H64 1.093
60 C -2.5084 0.4198 3.2395  C56 1.511, C59 1.519, H65 1.093, H66 1.089
61 H -4.1260 2.0464 1.5688  C58 1.084
62 H -5.5453 1.3853 2.3907  C58 1.089
63 H -3.4685 2.2812 3.9067  C59 1.089
64 H -4.3178 0.7951 4.3342  C59 1.093
65 H -1.6911 1.0076 2.8139  C60 1.093
66 H -2.1672 -0.1379 4.1101  C60 1.089
67 O -4.0583 3.9797 1.9484  C68 1.201
68 C -3.1328 4.6952 2.2199  O67 1.201, O69 1.360, C72 1.509
69 O -1.8434 4.4157 1.8915  C68 1.360, C70 1.438
70 C -0.9773 5.4153 2.4570  O69 1.438, C71 1.514, H73 1.093, H74 1.090
71 C -1.8615 6.6227 2.6890  C70 1.514, C72 1.519, H75 1.090, H76 1.093
72 C -3.2058 5.9856 2.9979  C68 1.509, C71 1.519, H77 1.092, H78 1.088
73 H -0.5551 5.0241 3.3865  C70 1.093
74 H -0.1645 5.6295 1.7633  C70 1.090
75 H -1.4944 7.2795 3.4769  C71 1.090
76 H -1.9366 7.2094 1.7700  C71 1.093
77 H -3.3134 5.7545 4.0599  C72 1.092
78 H -4.0335 6.6025 2.6543  C72 1.088

These are the Löwdin partial charges, in e, on atoms 1 to 4: 0.0770, -0.0902, 0.0028, -0.0506

***

Density functional theory data (ωB97M-V/def2-TZVPD) for the molecule C5H5NO in a non-equilibrium geometry.

Summary:
* orbital gap: 10.25 eV
* structure (SMILES): N#C/C=C\CC=O
* energy relative to the best compared isomer or geometry (same formula, charge and spin): 30.71 kcal per mole
* DFT total energy: -8802.087 eV

Bonds (Å) are listed after each position.
CARTESIAN COORDINATES (ANGSTROEM)
1 N 0.4462 -2.9352 0.4098  C2 1.159
2 C -0.1147 -2.0729 -0.1236  N1 1.159, C3 1.436
3 C -0.7614 -1.0296 -0.8695  C2 1.436, C4 1.335, H8 1.084
4 C -0.2663 0.2079 -0.9397  C3 1.335, C5 1.496, H9 1.088
5 C 0.7899 0.7271 -0.0163  C4 1.496, C6 1.535, H10 1.094, H11 1.098
6 C 0.0379 1.2025 1.2349  C5 1.535, O7 1.204, H12 1.106
7 O -0.7869 0.5207 1.7861  C6 1.204
8 H -1.6763 -1.2988 -1.3847  C3 1.084
9 H -0.7749 0.9361 -1.5674  C4 1.088
10 H 1.3808 1.5413 -0.4462  C5 1.094
11 H 1.4757 -0.0715 0.2970  C5 1.098
12 H 0.2637 2.2238 1.5950  C6 1.106

These are the Löwdin partial charges, in e, on atoms 1 to 4: 0.1542, -0.2270, -0.0968, -0.1023

***

Density functional theory data (ωB97M-V/def2-TZVPD) for a 2-piece molecular cluster, C6H10N overall in a non-equilibrium geometry.

Summary:
* multiplicity: 3
* orbital gap (spin up / spin down): 7.31 / 8.21 eV
* charge: +1
* energy relative to the best compared isomer or geometry (same formula, charge and spin): 118.29 kcal per mole
* DFT total energy: -7859.203 eV

Bonds (Å) are listed after each position.
CARTESIAN COORDINATES (ANGSTROEM)
1 C -0.2419 -1.8435 2.0403  C2 1.327, C3 1.526, H8 1.068
2 C 1.0651 -1.6712 1.8924  C1 1.327, C3 1.490, H9 1.019
3 C 0.2203 -0.7249 1.1112  C1 1.526, C2 1.490, N7 1.276
4 C -1.4359 0.6763 -1.7712  C6 1.507, H10 1.110, H11 1.077, H12 1.136
5 C 2.0698 0.8344 -0.4402  H13 1.072, H14 1.075, H15 1.017
6 C -1.1409 0.6959 -0.2934  C4 1.507, N7 1.434, H16 1.111, H17 1.101
7 N 0.0046 -0.1097 0.0143  C3 1.276, C6 1.434
8 H -1.0732 -2.3695 2.4570  C1 1.068
9 H 1.9958 -1.9455 2.2043  C2 1.019
10 H -1.4957 -0.3641 -2.1536  C4 1.110
11 H -2.3587 1.1594 -2.0461  C4 1.077
12 H -0.7804 1.3910 -2.3631  C4 1.136
13 H 2.3473 0.3955 0.4972  C5 1.072
14 H 1.5020 1.7336 -0.2840  C5 1.075
15 H 2.3160 0.2691 -1.2487  C5 1.017
16 H -1.9430 0.1617 0.2596  C6 1.111
17 H -1.0513 1.7112 0.1241  C6 1.101

These are the Löwdin partial charges, in e, on atoms 1 to 4: 0.1977, 0.1680, -0.1100, -0.0754

***

Which formula does entry 2 have?
C5H5NO

***

Which of these has the lowest DFT total energy?
C27H38ClN3O8P

***

Which formula does entry 2 have?
C5H5NO